The following is a DFT calculation (ωB97M-V/def2-TZVPD) of C23H26FGeIIrN6 as an isolated structure.

- multiplicity = 6
- total charge = +2
- Kohn-Sham gap (spin up / spin down) (hartree) = 0.2526 / 0.2389

XYZ file:
```
59
Properties=species:S:1:pos:R:3:forces:R:3
Ir 0.854495 0.136723 0.254997 -0.13 0.28 0.30
N 0.161017 -2.987744 3.139955 -0.05 0.01 0.06
C 0.762160 -2.079745 2.365949 0.01 0.01 -0.03
N 0.106745 -1.260740 1.598234 -0.10 -0.13 -0.16
C -1.294599 -1.326957 1.566673 0.10 0.21 -0.07
N -3.225438 0.045191 0.965967 -0.09 0.05 -0.03
N -1.112385 0.509983 0.090299 0.29 0.00 -0.24
C -1.421369 1.477862 -0.836887 0.11 -0.07 0.13
C -0.318365 2.119446 -1.449880 -0.08 -0.08 0.17
C -0.467140 3.141267 -2.396957 0.02 0.09 -0.07
C 0.647353 3.788800 -2.881298 -0.09 0.01 -0.04
C 1.905740 3.422893 -2.411893 0.08 -0.01 0.04
C 2.004419 2.383208 -1.506374 -0.03 -0.03 -0.07
N 0.939232 1.720724 -1.048855 0.01 -0.13 -0.06
C -1.964544 -2.434185 2.178136 -0.10 0.01 -0.04
C -3.307352 -2.810047 1.961160 0.05 0.07 0.01
C -3.867295 -3.861369 2.652725 0.02 -0.04 0.03
C -3.111320 -4.590271 3.574221 -0.09 -0.01 0.00
C -1.774952 -4.298345 3.754274 0.04 0.00 -0.02
C -1.210615 -3.249754 3.044156 0.13 -0.05 0.06
H 0.730362 -3.568184 3.737469 -0.01 -0.03 0.01
H 1.842387 -2.035059 2.388947 0.00 0.02 0.01
H -2.438547 1.703765 -1.126647 0.01 0.01 0.02
H -1.460988 3.413730 -2.726206 0.02 0.02 0.02
H 0.543489 4.578347 -3.613338 0.00 0.00 0.03
H 2.801814 3.929047 -2.741799 -0.03 -0.03 -0.01
H 2.965890 2.055111 -1.135378 0.00 -0.01 -0.01
H -3.898579 -2.296239 1.216771 -0.01 -0.05 0.01
H -4.899535 -4.130367 2.473119 0.01 0.01 0.01
H -3.565032 -5.398211 4.131569 0.01 0.00 -0.03
H -1.166594 -4.885404 4.432219 -0.01 0.02 -0.02
C -0.457141 -2.559330 -3.822514 -0.20 -0.17 -0.24
Ge -0.859654 -2.685358 -1.923960 0.22 0.37 0.23
C -0.137688 -4.242281 -0.983234 -0.16 -0.20 0.01
C -2.791998 -4.348685 -2.592117 -0.38 -0.40 -0.24
C -1.921235 -0.215820 0.842373 0.05 -0.17 0.14
H -0.198555 -3.557613 -4.179043 0.04 0.06 -0.05
H 0.400163 -1.893409 -3.895592 0.00 0.00 -0.06
H -1.282829 -2.176241 -4.417622 0.03 0.02 0.02
H -0.046829 -5.066273 -1.691775 0.06 -0.01 0.08
H -0.748601 -4.567825 -0.142615 0.03 0.04 0.01
H 0.847033 -3.920851 -0.646172 0.03 -0.09 0.05
H -2.286168 -5.054908 -3.238307 0.00 0.05 0.04
H -3.394976 -3.579896 -3.060018 0.08 0.01 0.05
H -3.055103 -4.675294 -1.594326 0.06 0.06 -0.02
H -3.755624 -0.377868 1.709658 0.00 0.01 -0.02
H -3.601912 0.893627 0.574287 -0.01 -0.01 0.02
F 0.521729 -1.549038 -1.393805 0.24 0.23 0.04
I 5.747296 -1.450613 -2.634076 0.08 -0.07 -0.16
C 4.904188 -0.797478 -0.868212 -0.05 0.03 0.12
C 5.683354 -0.471192 0.234192 0.03 0.00 0.01
C 5.054288 -0.036630 1.389681 0.02 -0.02 0.03
C 3.678302 0.074378 1.408140 -0.04 0.04 -0.02
N 2.925689 -0.228548 0.339953 -0.16 0.06 -0.10
C 3.529052 -0.668877 -0.776767 -0.07 -0.05 0.12
H 6.761428 -0.553906 0.191495 -0.02 -0.01 0.00
H 5.624391 0.222144 2.270917 0.00 0.01 -0.01
H 3.149813 0.429964 2.283278 0.01 0.02 -0.01
H 2.873532 -0.927252 -1.598046 0.01 0.04 -0.02
```
Forces are in eV/Å.

=====

The following is a DFT calculation (ωB97M-V/def2-TZVPD) of C25H29CrF2N2O3PS2 as an isolated structure.

- multiplicity = 5
- total charge = -2
- Kohn-Sham gap (spin up / spin down) (hartree) = 0.1354 / 0.2041

XYZ file:
```
65
Properties=species:S:1:pos:R:3:forces:R:3
Cr -0.784329 -0.884044 -1.190358 0.36 0.03 -0.30
S 1.312090 0.502697 -0.814045 -0.13 -0.19 -0.03
C 2.059950 0.456103 -2.400930 0.04 0.06 0.06
C 3.337500 1.005714 -2.570463 0.02 0.00 0.02
C 3.984433 1.014627 -3.795779 -0.02 -0.01 -0.02
C 3.352320 0.458227 -4.903404 0.03 0.01 0.02
C 2.086954 -0.086190 -4.757717 -0.01 0.00 -0.01
C 1.417355 -0.095099 -3.529019 -0.02 -0.04 -0.03
S -0.201668 -0.770678 -3.465070 0.03 0.16 -0.05
H 3.820676 1.434076 -1.699241 0.00 -0.01 0.00
H 4.974576 1.449843 -3.882413 0.00 0.00 -0.01
H 3.841064 0.443637 -5.871932 0.00 0.01 0.00
H 1.584319 -0.525481 -5.612442 -0.01 0.00 0.00
C -0.505648 -2.427065 2.886599 0.03 -0.01 -0.02
C -1.059249 -2.548669 1.487764 -0.14 -0.02 -0.02
O -1.330492 -1.541924 0.833466 0.14 0.10 0.08
N -1.256915 -3.810041 1.055385 0.16 0.07 -0.04
C -1.484123 -4.082165 -0.376328 -0.10 0.01 0.05
C -0.201657 -3.983023 -1.133725 0.05 -0.03 0.12
C 0.403665 -5.117554 -1.617895 -0.02 0.01 -0.04
C 1.718903 -5.087063 -2.106484 -0.05 -0.01 -0.01
C 2.393807 -3.844782 -1.938260 0.07 0.05 -0.01
C 1.736846 -2.751628 -1.456432 -0.08 0.02 -0.16
N 0.404741 -2.730583 -1.109233 -0.30 -0.16 0.20
H -0.864732 -1.506132 3.337320 -0.02 -0.01 0.00
H 0.582278 -2.364004 2.807653 -0.01 0.02 0.03
H -0.770732 -3.282275 3.508043 0.01 -0.01 0.00
H -0.712173 -4.507235 1.542000 -0.07 -0.03 0.03
H -2.240169 -3.368705 -0.680673 0.01 -0.01 -0.04
H -1.909732 -5.082991 -0.460451 0.03 -0.01 0.01
H -0.160647 -6.046948 -1.588561 0.01 -0.01 0.00
H 2.195832 -5.958277 -2.534348 0.01 -0.01 0.01
H 3.442222 -3.734566 -2.191979 0.00 -0.01 -0.01
H 2.250624 -1.808955 -1.339908 0.02 -0.01 0.01
C -2.101594 1.430079 2.435466 -0.02 -0.09 -0.03
P -0.478659 2.080213 1.867021 0.10 0.23 0.06
C 0.640930 0.849053 2.641626 0.06 -0.03 0.04
C -0.338919 3.463697 3.085853 -0.06 0.00 -0.03
C -1.166112 4.570957 2.859957 -0.03 0.01 0.01
C -1.124539 5.680708 3.686823 0.00 0.01 0.00
C -0.233441 5.727130 4.754938 -0.01 0.01 0.00
C 0.606213 4.648236 4.981293 0.00 -0.01 0.00
C 0.549397 3.528292 4.157204 0.02 -0.01 -0.01
H -2.882659 2.107464 2.093320 0.01 0.01 -0.01
H -2.141373 1.301813 3.521941 0.01 -0.01 0.00
H -2.261662 0.479963 1.923187 0.00 0.02 -0.02
H 0.413487 0.640095 3.692863 0.00 -0.01 0.00
H 1.677912 1.173529 2.541417 -0.01 0.02 0.00
H 0.545639 -0.065235 2.056810 0.00 0.02 -0.03
H -1.842107 4.551248 2.010302 0.00 -0.01 -0.01
H -1.780385 6.521297 3.490070 0.00 0.00 0.01
H -0.190952 6.600114 5.396038 0.00 0.00 0.00
H 1.311777 4.672367 5.804825 0.00 0.01 0.00
H 1.212668 2.695185 4.355303 0.00 0.00 0.00
F -3.235084 -0.637120 -2.841304 0.01 0.01 0.00
C -2.628998 -1.577765 -2.018578 0.18 -0.08 0.00
F -3.628113 -1.856220 -1.056377 0.00 0.01 0.00
H -2.571674 -2.491939 -2.631820 -0.02 0.01 0.00
C -1.460962 2.343031 -2.489967 0.04 0.02 -0.02
C -1.988683 1.952148 -1.128540 -0.09 -0.06 0.11
O -2.609443 2.773800 -0.445034 -0.03 0.03 -0.04
O -1.757459 0.750619 -0.728796 -0.19 -0.05 0.11
H -1.786335 3.353947 -2.731957 0.00 0.00 -0.01
H -1.796342 1.627392 -3.239557 -0.02 0.01 0.00
H -0.370417 2.287056 -2.475469 0.00 0.00 0.03
```
Forces are in eV/Å.

=====

The following is a DFT calculation (ωB97M-V/def2-TZVPD) of one molecule with the formula C3H5NO3 at a distorted geometry.

- structure (SMILES) = C[C@H](C=O)[N+](=O)[O-]
- Kohn-Sham gap (hartree) = 0.3906

XYZ file:
```
12
Properties=species:S:1:pos:R:3:forces:R:3
C -0.964444 -0.334664 1.055158 -1.07 -2.43 0.76
C -0.338807 0.280712 -1.254172 1.29 2.69 1.31
C 0.041245 -0.477698 -0.064396 1.37 1.89 2.58
N 1.383491 0.237322 0.531714 -1.80 -0.91 -0.88
O -1.746629 0.565279 1.081237 -0.01 -0.12 0.51
O 2.444026 -0.194249 0.124765 -0.47 0.73 0.69
O 1.130770 1.159737 1.279190 1.27 -0.30 -0.25
H -1.056837 -1.332187 1.769466 0.31 2.37 -1.10
H -0.409776 1.351502 -0.871834 -0.11 -1.16 -0.85
H 0.467017 0.216247 -1.946067 0.19 -0.07 -1.08
H -1.285119 -0.008139 -1.566988 -1.56 -0.56 -1.08
H 0.335063 -1.463857 -0.138073 0.59 -2.12 -0.62
```
Forces are in eV/Å.

=====

The following is a DFT calculation (ωB97M-V/def2-TZVPD) of a 2-piece molecular cluster, CH4FN overall at a distorted geometry.

- Kohn-Sham gap (hartree) = 0.3721

XYZ file:
```
7
Properties=species:S:1:pos:R:3:forces:R:3
C -0.518310 -0.474453 -0.125304 -2.82 0.95 1.53
N 0.835984 -0.438781 0.127585 -1.27 -0.34 -3.42
F -1.203339 -1.545189 0.432282 0.44 0.11 0.64
H -0.762939 -0.642482 -1.183839 0.40 1.17 0.23
H -1.580208 0.805179 0.574283 2.47 -2.43 -1.65
H 1.303274 -0.301203 -0.775965 0.36 0.02 1.28
H 1.290467 -0.243761 0.964770 0.42 0.51 1.37
```
Forces are in eV/Å.

=====

Which electronic energy belongs to each record? In order, -3798.81162, -3687.32409, -397.64906, -195.00735 a.u..